Formula: C8H26Cl3GeN2O6PRuSe
Source: the Open Molecules 2025 dataset
Level of theory: ωB97M-V/def2-TZVPD

Computed properties:
LUMO (alpha / beta) = -8.10 / -11.82 eV
Relative energy (zero: lowest compared OMol25 entry of this formula, charge and spin) = 0.127 eV
Kohn-Sham gap (alpha / beta) = 0.3492 / 0.2063 Eh

Geometry as ORCA input:
```
! RIJCOSX wB97M-V def2-TZVPD def2/J DEFGRID3
* xyz 3 6
Ru -1.03930 -0.96532 -0.00883
O 2.17564 -0.93114 2.73265
Cl 1.32594 -0.59144 1.68601
O 1.76100 0.57495 0.97053
O 1.25091 -1.67698 0.68992
O -0.04780 -0.37894 2.11832
C 0.27239 3.25503 2.99265
Ge 1.42857 3.67720 1.46736
C 1.25673 5.62089 0.96802
C 3.36187 3.32903 1.54616
C 0.58407 3.01997 -0.41700
Se -0.66880 1.61934 -0.38805
C -2.18577 2.47855 0.45728
H 0.78586 3.61334 3.88600
H 0.08418 2.19052 3.11121
H -0.67254 3.79119 2.91204
H 1.76767 6.15509 1.77020
H 0.20643 5.90361 0.93430
H 1.74670 5.81196 0.01634
H 3.71244 3.79681 2.46712
H 3.85568 3.79657 0.69739
H 3.57034 2.26371 1.57589
H 1.45820 2.70178 -0.98687
H 0.11947 3.89689 -0.86336
H -2.14062 3.55403 0.30681
H -2.17582 2.23439 1.51868
H -3.08798 2.08347 -0.00733
N 2.52481 -3.06625 -1.29091
C 1.39793 -4.04910 -1.23208
P -0.22289 -3.22906 -1.65582
O 0.04109 -1.78742 -2.01615
O -1.29862 -3.38753 -0.61523
C -0.83411 -4.22771 -3.11406
N -2.33277 -4.21645 -3.07169
H 2.37052 -2.34751 -0.56045
H 2.54921 -2.58402 -2.19045
H 3.42967 -3.51446 -1.13087
H 1.31918 -4.45199 -0.22273
H 1.59735 -4.86762 -1.92158
H -0.49779 -5.25855 -3.01189
H -0.47146 -3.83045 -4.05992
H -2.74713 -5.02788 -3.53579
H -2.71503 -3.37527 -3.50607
H -2.60277 -4.20146 -2.07329
Cl -3.55762 -1.04781 -0.94086
C -4.21218 -1.52900 0.64586
Cl -2.87173 -1.45242 1.81889
H -4.58452 -2.54563 0.59799
H -4.98663 -0.82691 0.93362
*
```